Entry 1:
Entry from the Open Molecules 2025 dataset: a cluster of 7 separate species, C24H52O7 in total at a distorted geometry (the ωB97M-V functional and the def2-TZVPD basis).

Geometry as XYZ:
```
83
Properties=species:S:1:pos:R:3:forces:R:3:lowdin_charge:R:1
C 3.734130 10.109310 -14.872420 1.44 -0.31 1.69 -0.168
C 3.683580 11.556070 -15.329950 -0.29 -0.22 -0.57 -0.171
C 3.145980 12.358480 -14.109790 1.18 -0.74 -0.01 -0.173
O 3.086530 11.403280 -13.024280 -0.91 -0.23 -0.27 -0.166
C 3.957800 10.295400 -13.329770 -1.10 0.21 -0.88 -0.183
H 4.514370 9.510830 -15.342680 0.35 0.29 -0.03 0.104
H 2.863660 9.462410 -14.981450 -0.50 0.68 -0.10 0.107
H 3.103730 11.580490 -16.252600 -0.29 0.61 0.14 0.102
H 4.689570 11.878870 -15.598060 0.03 0.03 0.09 0.105
H 2.232820 12.913150 -14.325650 -0.43 -0.62 0.43 0.111
H 3.861480 13.105870 -13.766890 0.24 0.23 -0.38 0.107
H 3.629640 9.364270 -12.867820 -0.23 0.36 0.58 0.110
H 4.924150 10.576120 -12.910870 0.51 -0.28 -0.69 0.115
C 10.846780 7.777880 -18.734670 0.69 2.46 -1.10 -0.178
C 9.452830 8.434740 -18.757740 0.64 0.39 1.72 -0.168
C 8.700580 7.474140 -19.596210 -1.69 1.23 -0.11 -0.279
O 9.271700 6.261900 -19.365310 0.07 -2.80 -0.45 -0.117
C 10.629240 6.324060 -18.969880 -0.74 0.65 0.66 -0.194
H 11.453420 8.073970 -17.878850 -0.07 -0.26 0.02 0.113
H 11.333250 8.167090 -19.629080 0.46 0.21 0.04 0.107
H 9.413030 9.483900 -19.050600 0.27 -0.14 -0.33 0.114
H 9.067260 8.419810 -17.738320 -0.21 -0.08 0.13 0.110
H 8.656610 7.804990 -20.633850 0.33 -0.27 -0.48 0.120
H 7.666590 7.390820 -19.261510 -0.21 0.09 -0.13 0.125
H 11.264400 5.979230 -19.785820 0.15 -0.57 0.45 0.123
H 10.705220 5.852240 -17.990230 0.33 -0.91 -0.44 0.125
C 12.392920 13.955330 -23.232830 0.97 -0.16 -0.29 -0.170
C 11.382700 14.819570 -23.946500 -1.30 0.11 0.87 -0.174
C 11.237040 14.235920 -25.368170 -0.01 0.79 1.67 -0.195
O 12.102810 13.143270 -25.354490 0.47 -0.57 -2.59 -0.125
C 12.365750 12.692180 -24.087330 0.46 -0.17 1.29 -0.243
H 12.191120 13.735840 -22.184400 -0.07 0.29 -0.04 0.112
H 13.372050 14.423150 -23.335480 0.21 -0.18 0.25 0.111
H 11.570380 15.892360 -23.901740 0.06 -0.12 -0.02 0.109
H 10.458490 14.599050 -23.412370 -0.38 0.56 -0.09 0.103
H 11.519380 14.987700 -26.105200 0.00 -0.45 -0.34 0.120
H 10.192820 13.933320 -25.446540 -0.05 -0.12 -0.66 0.114
H 13.319230 12.164330 -24.068930 0.08 0.05 -0.22 0.122
H 11.625800 11.965690 -23.751470 -0.45 -0.03 0.17 0.117
C 17.944810 3.799520 -13.139240 -2.30 -2.39 -0.80 -0.148
C 17.452440 4.292170 -14.502920 0.12 1.30 -0.40 -0.195
C 15.906480 4.150700 -14.582460 1.28 0.60 2.96 -0.146
O 15.586990 3.650460 -13.216080 0.61 -1.89 -1.31 -0.164
C 16.713710 2.826140 -12.819420 1.51 2.33 0.93 -0.197
H 17.911000 4.577340 -12.376380 0.53 -0.08 -0.20 0.107
H 18.843240 3.188610 -13.227120 0.27 0.52 0.36 0.103
H 17.863220 3.811170 -15.390600 0.53 -0.04 0.32 0.103
H 17.717480 5.349360 -14.488380 -0.02 0.10 -0.79 0.098
H 15.633500 3.527110 -15.433770 -0.56 -0.08 0.38 0.111
H 15.470430 5.147530 -14.516840 -0.40 -0.27 -0.84 0.112
H 16.902830 1.847930 -13.261500 -0.75 0.01 -0.62 0.110
H 16.750910 2.697970 -11.737630 -0.82 -0.11 0.03 0.107
C 3.454540 11.466060 -22.883230 1.04 0.63 -0.60 -0.156
C 4.531170 11.198230 -23.981780 -0.52 0.42 -1.19 -0.171
C 4.206040 9.771360 -24.445940 0.41 1.56 1.54 -0.182
O 3.855400 9.229870 -23.162850 -0.92 -2.02 -1.35 -0.142
C 2.922340 10.095100 -22.550660 0.97 0.04 1.41 -0.235
H 2.639110 12.073360 -23.276130 0.30 0.43 0.28 0.106
H 4.018220 11.914590 -22.065190 -0.67 0.30 0.18 0.107
H 5.554630 11.331680 -23.631320 -0.11 -0.33 0.22 0.104
H 4.428130 11.851810 -24.847990 -0.05 0.40 0.11 0.099
H 5.063860 9.285340 -24.910730 -0.24 -0.40 0.35 0.121
H 3.372950 9.855040 -25.143840 -0.26 -0.54 -0.01 0.117
H 2.986180 9.809550 -21.500660 0.15 0.33 0.21 0.118
H 1.846460 10.070940 -22.723850 -0.07 -0.82 -1.14 0.113
C 0.800730 2.793530 -18.608160 0.92 0.40 -0.62 -0.089
C 2.273350 3.069290 -18.329480 0.00 -0.96 -0.23 -0.321
O 2.957490 1.857490 -18.027150 0.21 -0.22 0.95 -0.097
H 0.275180 2.544540 -17.686260 -0.15 0.07 -0.26 0.078
H 0.770380 1.979080 -19.331940 -0.33 -0.21 0.11 0.068
H 0.421460 3.667440 -19.137820 -0.54 0.05 0.33 0.072
H 2.352370 3.729710 -17.465930 0.39 -0.01 -0.13 0.111
H 2.816820 3.441360 -19.197980 -0.43 0.83 -0.06 0.107
H 2.834070 1.237020 -18.749220 -0.07 0.06 -0.08 0.073
C 6.155830 2.681630 -24.034420 -0.15 -0.38 0.40 -0.091
C 7.384510 2.010530 -23.386990 -0.55 1.23 -0.24 -0.335
O 7.646980 0.735800 -23.899320 0.29 -0.28 -0.49 -0.070
H 5.258160 2.124370 -23.766570 -0.25 0.21 0.37 0.064
H 6.102150 2.701550 -25.122920 0.77 -0.14 -0.10 0.071
H 6.091230 3.720060 -23.709470 -0.24 -0.08 0.21 0.070
H 7.287260 1.922550 -22.304900 -0.39 0.28 0.19 0.106
H 8.206740 2.709870 -23.538570 0.50 -0.54 -0.26 0.107
H 6.790060 0.306580 -23.954700 0.03 -0.29 -0.07 0.078
```
Forces are in eV/Å.

Calculated values
electronic energy	-40057.87443	eV
relative energy (zero: lowest compared OMol25 entry of this formula, charge and spin)	214.4	kJ/mol
SMILES	C1CCOC1.C1CCOC1.C1CCOC1.C1CCOC1.C1CCOC1.CCO.CCO
HOMO-LUMO gap	0.3642	Eh
HOMO energy	-9.605	eV
LUMO energy	0.3	eV
total charge	0

---

Entry 2:
Entry from the Open Molecules 2025 dataset: a cluster of 2 separate species, C3H3NS in total at a distorted geometry (the ωB97M-V functional and the def2-TZVPD basis).

Geometry as XYZ:
```
8
Properties=species:S:1:pos:R:3:forces:R:3:lowdin_charge:R:1
C 1.956254 -0.735485 0.693228 0.08 -0.11 0.85 0.176
C 1.791757 -0.940154 -0.501202 0.19 0.19 1.21 -0.271
C 1.665152 -1.044760 -1.777842 0.18 -0.31 -0.87 -0.744
N -1.026077 0.556436 -1.048626 -0.20 1.23 -1.15 0.092
S 1.525035 -1.174202 -3.290378 -0.12 -0.10 -1.25 0.808
H 1.786285 -0.762887 1.744891 0.01 0.11 0.02 0.043
H -1.144542 1.318233 -1.785043 -0.07 -0.93 1.02 0.004
H -0.076595 0.250543 -1.270523 -0.08 -0.08 0.17 -0.108
```
Forces are in eV/Å.

Calculated values
electronic energy	-15478.66303	eV
relative energy (zero: lowest compared OMol25 entry of this formula, charge and spin)	491.5	kJ/mol
HOMO-LUMO gap (alpha / beta)	0.3362 / 0.2202	Eh
HOMO energy (alpha / beta)	-10.248 / -7.417	eV
LUMO energy (alpha / beta)	-1.1 / -1.4	eV
total charge	0